C19H27ClFeN5O3S | ωB97M-V/def2-TZVPD

Values from the calculation:
- LUMO energy: -2.848 eV
- Orbital gap: 7.644 eV
- Net charge: +1
- Largest force on an atom: 0.26 eV Å⁻¹
- Relative energy (zero: lowest compared OMol25 entry of this formula, charge and spin): 0.00 kJ/mol

Atoms and positions in Å:
C: -0.3025 -4.0328 2.1100
N: 0.9088 3.0486 -1.4437
N: -0.7874 -1.8375 1.2942
N: -0.0869 2.1482 0.4071
H: -1.0212 -4.0531 -2.1620
H: 0.0389 -5.0352 1.8942
H: 3.1495 -0.3645 -0.1898
C: -1.1293 -1.4848 2.5344
C: 2.2086 -0.0249 0.2488
C: 0.6337 -2.2256 -2.1852
C: -5.1574 -1.2064 0.5241
C: -3.1751 0.5513 1.1819
H: -4.5568 1.3833 2.5931
C: -4.3936 0.6288 1.8382
H: -1.5005 3.1206 2.6306
C: 1.4205 0.1555 3.8225
H: -1.4238 -0.4594 2.6930
Fe: -0.9559 -0.4792 -0.2527
O: 1.1514 -0.6973 -0.4579
H: -6.3541 -0.2238 2.0122
H: -3.6927 -1.9500 -0.8498
H: -5.9178 -1.9083 0.2143
C: -5.3966 -0.2683 1.5113
H: -0.6380 -4.3729 4.2151
H: 1.5320 -0.8777 4.1734
N: -2.9275 -0.3932 0.2450
H: 2.3199 0.7172 4.0928
H: 1.2467 3.7928 -0.8536
C: -2.2807 2.9067 1.9003
C: 2.2480 -0.3833 1.7105
O: 1.1932 0.2061 2.4277
C: 1.4438 -1.0098 -1.8231
H: 2.5048 -1.2381 -1.9412
H: -0.0905 -3.3457 0.0871
N: -1.0306 1.1812 0.7134
Cl: -1.5668 -1.8198 5.1613
O: -0.7070 -2.0524 -1.7152
C: -1.5519 -3.0981 -2.1871
H: -1.8757 -2.8897 -3.2080
H: 1.0519 -3.1233 -1.7143
C: -1.0927 -2.3692 3.5967
S: -0.9486 1.1764 -1.9507
H: 0.8068 3.2536 -2.4225
H: -2.1780 3.6433 1.1022
C: -0.3745 -3.0944 1.0963
H: -3.2538 3.0298 2.3663
H: 2.1237 1.0546 0.1235
C: -0.6734 -3.6713 3.3929
H: 1.1746 -0.1640 -2.4541
H: 3.2067 -0.0036 2.0897
C: -2.0903 1.5398 1.3326
H: 0.5596 0.6048 4.3134
C: 0.0082 2.1895 -0.8944
H: 2.2515 -1.4763 1.8365
H: 0.6330 -2.3660 -3.2692
C: -3.9089 -1.2335 -0.0733
H: -2.4121 -3.1694 -1.5311

Atom charges from the Mulliken analysis, given in e for atoms 1 to 8: number 1, C, carries -1.0540; number 2, N, carries -0.3952; number 3, N, carries 1.1303; number 4, N, carries -1.1946; number 5, H, carries 0.4361; number 6, H, carries 0.4926; number 7, H, carries 0.5360; number 8, C, carries -0.5954

C3H6N2O2 | ωB97M-V/def2-TZVPD

Values from the calculation:
- LUMO energy: 0.715 eV
- Orbital gap: 10.080 eV
- Largest force on an atom: 2.79 eV Å⁻¹
- Structure (SMILES): NCC(=O)NC=O
- Relative energy (zero: lowest compared OMol25 entry of this formula, charge and spin): 173.24 kJ/mol

Atoms and positions in Å:
H: 0.5943 -1.9473 1.1968
H: -1.2179 0.7888 -0.5688
N: 0.2454 -1.3865 0.4352
C: -0.4876 -2.0658 -0.5060
H: 0.0913 3.0260 0.1052
H: -0.7373 -1.6124 -1.4685
H: -0.4241 2.0287 1.4218
O: 1.8589 0.1681 0.6326
C: 0.7603 -0.0909 0.2286
C: -0.1768 0.9504 -0.3892
O: -0.7921 -3.2202 -0.3000
N: -0.1170 2.1232 0.4745
H: 0.4025 1.2380 -1.2621

Atom charges from the Mulliken analysis, given in e for atoms 1 to 8: number 1, H, carries 0.2592; number 2, H, carries 0.2910; number 3, N, carries -0.0966; number 4, C, carries 0.0547; number 5, H, carries 0.1558; number 6, H, carries 0.3234; number 7, H, carries 0.1485; number 8, O, carries -0.5094

C4H9O | ωB97M-V/def2-TZVPD

Values from the calculation:
- LUMO energy: 3.702 eV
- Orbital gap: 5.471 eV
- Net charge: -1
- Largest force on an atom: 1.80 eV Å⁻¹
- Relative energy (zero: lowest compared OMol25 entry of this formula, charge and spin): 126.60 kJ/mol

Atoms and positions in Å:
H: -1.1356 -0.5887 -1.4293
H: 0.6628 -1.0225 -0.0046
O: -2.7987 -1.7829 -1.2152
C: 0.0643 0.4241 1.4278
H: 2.9702 -0.3321 -0.1150
C: -2.2388 -0.5611 -1.2471
H: -2.3379 0.1283 -0.3617
H: -0.9078 -0.0063 1.6081
H: 2.7313 0.8303 1.1631
H: -2.6530 0.0945 -2.0751
H: 0.2832 1.4094 1.8223
H: 2.1914 1.1919 -0.4767
C: 0.9110 -0.1879 0.6329
C: 2.2576 0.4029 0.2706

Atom charges from the Mulliken analysis, given in e for atoms 1 to 8: number 1, H, carries -0.0412; number 2, H, carries 0.3950; number 3, O, carries -0.8892; number 4, C, carries -0.7610; number 5, H, carries 0.3178; number 6, C, carries -0.2652; number 7, H, carries 0.0068; number 8, H, carries 0.3562